Entry from the Open Molecules 2025 dataset: the molecule C6H12O (ωB97M-V/def2-TZVPD).

The calculation puts the energy above the lowest of the compared OMol25 structures with the same formula, charge and spin at 1.033 eV. The total charge is 0. As for the HOMO energy: -9.91 eV. The calculation puts the orbital gap at 10.88 eV. The spin multiplicity is 1. The value obtained for the electronic energy is -8463.321 eV. The calculation puts the LUMO energy at 0.965 eV.

The geometry in XYZ format:
```
19
Properties=species:S:1:pos:R:3:forces:R:3
C 1.611039 0.864700 0.627970 0.00 -0.04 0.06
C 0.724214 -0.264054 0.120213 0.25 0.06 -0.15
C 1.392940 -1.191446 -0.890643 -0.03 0.03 -0.04
O -0.074253 -1.001065 1.058570 0.02 -0.12 0.14
C -0.739808 -0.077857 0.199138 -0.16 0.20 -0.15
C -1.325454 1.099358 0.956797 0.02 0.04 0.00
C -1.655193 -0.601568 -0.881906 0.02 -0.08 0.02
H 2.669986 0.641523 0.472613 -0.13 -0.01 0.11
H 1.446132 1.073092 1.686345 0.02 -0.08 -0.10
H 1.375255 1.778083 0.066702 0.12 -0.12 0.09
H 0.763567 -1.429609 -1.749202 0.04 0.03 0.08
H 1.625713 -2.134901 -0.382245 -0.03 0.19 -0.08
H 2.331596 -0.778006 -1.268990 -0.16 0.05 0.04
H -1.405114 1.993537 0.329111 0.00 -0.12 0.04
H -2.331876 0.837327 1.303061 0.12 0.05 -0.08
H -0.726197 1.336023 1.838344 -0.09 -0.01 -0.18
H -2.606784 -0.943228 -0.461298 0.12 0.04 -0.02
H -1.208191 -1.421685 -1.446185 -0.13 0.07 0.13
H -1.867569 0.219768 -1.578386 -0.01 -0.17 0.09
```
Positions in Å, forces in eV/Å.

Mulliken population analysis, charges in e, atoms 1 to 6:
1. C -1.62
2. C 1.08
3. C -1.51
4. O -0.60
5. C 1.27
6. C -1.50



Entry from the Open Molecules 2025 dataset: the molecule C6H12O (ωB97M-V/def2-TZVPD).

The calculation puts the energy above the lowest of the compared OMol25 structures with the same formula, charge and spin at 2.744 eV. The total charge is 0. As for the HOMO energy: -9.01 eV. The calculation puts the orbital gap at 10.03 eV. The spin multiplicity is 1. The value obtained for the electronic energy is -8461.610 eV. The calculation puts the LUMO energy at 1.019 eV.

The geometry in XYZ format:
```
19
Properties=species:S:1:pos:R:3:forces:R:3
C -2.471412 -0.283952 0.534252 -0.01 0.05 0.07
C -1.533217 0.781430 -0.053038 0.04 0.26 0.13
C -0.324972 0.149100 -0.668359 -0.02 0.19 0.35
C 0.945005 0.732765 -1.157314 0.10 0.07 -0.36
C 1.073683 -0.268810 -0.041428 -0.02 -0.21 -0.50
C 2.351325 -0.081879 0.831316 -0.33 0.12 0.15
O 1.056896 -1.665561 -0.334408 0.56 -0.65 -0.05
H -3.285713 0.182324 1.096594 0.07 -0.07 -0.06
H -1.939609 -0.957658 1.218217 -0.04 0.16 -0.07
H -2.926079 -0.905600 -0.249479 0.18 0.18 0.10
H -1.204418 1.473666 0.723349 -0.20 0.15 0.05
H -2.081634 1.347649 -0.817828 0.11 0.05 0.15
H -0.631663 -0.650033 -1.360417 0.20 -0.01 0.72
H 1.095462 1.757140 -0.810932 0.39 -0.24 0.00
H 1.367896 0.508695 -2.127795 -0.28 0.05 -0.27
H 3.153250 -0.322648 0.106535 -0.38 0.08 0.25
H 2.462487 -0.825926 1.627808 -0.38 0.21 -0.03
H 2.599487 0.908713 1.224894 -0.48 -0.01 -0.10
H 0.335330 -1.943956 0.252305 0.48 -0.38 -0.54
```
Positions in Å, forces in eV/Å.

Mulliken population analysis, charges in e, atoms 1 to 6:
1. C -1.17
2. C -0.43
3. C -0.16
4. C -0.73
5. C 0.55
6. C -1.20



Entry from the Open Molecules 2025 dataset: a cluster of 2 separate species, C6H12O in total (ωB97M-V/def2-TZVPD).

The calculation puts the energy above the lowest of the compared OMol25 structures with the same formula, charge and spin at 2.766 eV. The total charge is 0. As for the HOMO energy: -9.63 eV. The calculation puts the orbital gap at 10.61 eV. The spin multiplicity is 1. The value obtained for the electronic energy is -8461.588 eV. The calculation puts the LUMO energy at 0.976 eV.

The geometry in XYZ format:
```
19
Properties=species:S:1:pos:R:3:forces:R:3
C -0.210878 -1.546833 -1.131666 -0.03 0.01 -0.05
C -0.162052 -1.025018 0.308103 0.00 0.05 0.06
C -0.450435 0.475801 0.428581 -0.17 -0.12 -0.03
C -1.907487 0.843996 0.194163 -0.08 0.03 -0.02
C 0.359926 1.357811 1.340076 0.05 0.07 -0.15
C 0.586816 1.504724 0.071581 -0.07 0.09 0.19
O 2.996212 0.006521 -0.263606 0.03 -0.22 0.00
H 0.511555 -1.024829 -1.772926 -0.11 -0.05 0.10
H -1.200727 -1.402194 -1.577747 0.15 -0.01 0.07
H 0.012148 -2.618616 -1.174480 -0.02 0.16 0.02
H 0.816544 -1.259632 0.748349 -0.17 0.11 -0.03
H -0.899387 -1.574013 0.910328 0.09 0.09 -0.06
H -2.255651 0.520193 -0.793506 0.03 0.02 0.13
H -2.560291 0.387456 0.948129 0.07 0.02 -0.10
H -2.025368 1.930436 0.251487 -0.05 -0.16 -0.01
H 2.440900 0.329435 0.457988 0.15 0.05 -0.07
H 0.519378 1.702792 2.352261 0.01 -0.10 -0.16
H 1.080027 2.033992 -0.730542 -0.03 -0.09 0.16
H 2.442236 -0.667686 -0.675004 0.16 0.04 -0.03
```
Positions in Å, forces in eV/Å.

Mulliken population analysis, charges in e, atoms 1 to 6:
1. C -1.21
2. C -0.74
3. C 1.48
4. C -1.48
5. C -0.61
6. C -0.97



Entry from the Open Molecules 2025 dataset: a cluster of 2 separate species, C6H12O in total (ωB97M-V/def2-TZVPD).

The calculation puts the energy above the lowest of the compared OMol25 structures with the same formula, charge and spin at 2.210 eV. The total charge is 0. As for the HOMO energy: -9.61 eV. The calculation puts the orbital gap at 10.76 eV. The spin multiplicity is 1. The value obtained for the electronic energy is -8462.144 eV. The calculation puts the LUMO energy at 1.151 eV.

The geometry in XYZ format:
```
19
Properties=species:S:1:pos:R:3:forces:R:3
C -1.995881 -0.918286 -0.628405 -0.02 -0.03 0.04
C -1.656921 0.540445 -0.701651 -0.07 0.18 0.13
C -1.926196 1.439182 0.243511 0.01 -0.13 -0.16
C 0.953811 -0.978594 1.353014 -0.15 0.07 0.28
O 1.251995 -1.523088 0.072425 -0.01 -0.14 -0.18
C 2.126110 -0.532428 0.600180 0.22 0.16 0.06
C 2.148972 0.790669 -0.115300 -0.05 0.01 -0.03
H -2.629737 -1.212144 -1.473439 0.10 0.03 0.11
H -1.081788 -1.522581 -0.673039 -0.16 0.08 -0.02
H -2.530347 -1.156259 0.297646 0.08 0.05 -0.13
H -1.146191 0.867348 -1.608879 -0.07 -0.03 0.13
H -2.439541 1.158593 1.162154 0.07 0.01 -0.13
H -1.657421 2.486500 0.132497 -0.02 -0.16 0.00
H 0.072252 -0.336605 1.384326 0.16 -0.10 -0.01
H 1.069764 -1.668663 2.188629 0.00 0.10 -0.14
H 3.098608 -0.927263 0.903179 -0.16 0.04 -0.05
H 1.128781 1.092904 -0.371282 0.16 -0.03 0.05
H 2.736594 0.722231 -1.037020 -0.07 0.00 0.13
H 2.595965 1.563018 0.520136 -0.05 -0.11 -0.08
```
Positions in Å, forces in eV/Å.

Mulliken population analysis, charges in e, atoms 1 to 6:
1. C -0.93
2. C 0.00
3. C -0.67
4. C -0.20
5. O -0.42
6. C 0.19



Entry from the Open Molecules 2025 dataset: the molecule C6H12O in a non-equilibrium geometry (ωB97M-V/def2-TZVPD).

The calculation puts the energy above the lowest of the compared OMol25 structures with the same formula, charge and spin at 4.024 eV. The total charge is 0. As for the HOMO energy: -8.83 eV. The calculation puts the orbital gap at 9.60 eV. The spin multiplicity is 1. The value obtained for the electronic energy is -8460.330 eV. The calculation puts the LUMO energy at 0.776 eV.

The geometry in XYZ format:
```
19
Properties=species:S:1:pos:R:3:forces:R:3
C 1.745938 -0.819053 -0.814833 0.02 -0.21 0.14
C 0.975054 0.330304 -0.194427 0.19 -0.12 0.10
O 0.790787 1.295460 -1.224631 0.75 -0.36 -0.62
C -1.019827 1.402024 0.236576 -0.69 -0.17 0.02
C -0.453984 0.052393 0.419420 0.04 0.09 0.13
C -0.549525 -0.746298 1.685806 0.03 -0.11 0.13
C -1.334990 -0.133411 -0.747470 -0.23 0.14 0.33
H 2.655566 -0.402910 -1.262732 -0.15 -0.14 0.15
H 2.025170 -1.586941 -0.091948 -0.02 -0.06 0.00
H 1.169702 -1.274861 -1.628572 0.07 0.00 0.18
H 1.572444 0.811375 0.593670 -0.03 -0.07 -0.10
H -2.041374 1.712613 0.311105 -0.55 -0.48 0.85
H -0.319811 2.232729 0.435469 -0.45 -0.27 -1.27
H 0.094184 -0.318892 2.462290 -0.05 -0.11 -0.01
H -0.258860 -1.786639 1.509810 0.02 0.05 0.09
H -1.583779 -0.736132 2.045864 0.18 -0.04 -0.01
H -0.074928 1.044486 -1.610068 0.65 0.57 -0.18
H -2.407707 -0.212970 -0.617309 0.08 -0.02 0.35
H -0.984062 -0.863271 -1.508021 0.13 1.30 -0.27
```
Positions in Å, forces in eV/Å.

Mulliken population analysis, charges in e, atoms 1 to 6:
1. C -1.34
2. C 0.07
3. O -0.57
4. C -0.86
5. C 1.51
6. C -1.65



Entry from the Open Molecules 2025 dataset: the molecule C6H12O (ωB97M-V/def2-TZVPD).

The calculation puts the energy above the lowest of the compared OMol25 structures with the same formula, charge and spin at 1.235 eV. The total charge is 0. As for the HOMO energy: -10.05 eV. The calculation puts the orbital gap at 11.16 eV. The spin multiplicity is 1. The value obtained for the electronic energy is -8463.119 eV. The calculation puts the LUMO energy at 1.118 eV.

The geometry in XYZ format:
```
19
Properties=species:S:1:pos:R:3:forces:R:3
C -0.019657 1.792390 1.427492 -0.05 0.05 0.01
C 0.197256 0.498163 0.642017 0.10 0.01 -0.07
C 0.265616 -0.752128 1.542566 0.02 -0.10 0.03
C -0.856399 0.342305 -0.435840 -0.02 -0.08 0.28
O -0.585283 0.950124 -1.694426 0.00 0.19 -0.13
C -0.662252 -0.472385 -1.639525 -0.01 -0.27 -0.03
C 0.586413 -1.267049 -1.927264 0.05 0.03 0.01
H 0.729225 1.895944 2.221485 -0.11 -0.01 -0.15
H 0.063451 2.657801 0.762613 -0.04 -0.07 0.10
H -1.010788 1.819153 1.897146 0.12 -0.06 -0.06
H 1.152834 0.601910 0.118499 -0.09 0.00 0.06
H -0.557949 -1.449939 1.346646 0.09 0.15 0.05
H 0.240409 -0.499632 2.609152 -0.01 0.00 -0.21
H 1.198937 -1.292670 1.355274 -0.17 -0.02 0.08
H -1.886725 0.476855 -0.086667 0.17 0.01 -0.07
H -1.562753 -0.864632 -2.119024 0.13 0.05 0.10
H 1.461711 -0.855903 -1.418004 -0.15 -0.03 -0.08
H 0.792517 -1.275412 -3.002381 -0.04 0.00 0.13
H 0.453437 -2.304893 -1.599760 -0.01 0.15 -0.06
```
Positions in Å, forces in eV/Å.

Mulliken population analysis, charges in e, atoms 1 to 6:
1. C -1.77
2. C 0.87
3. C -1.30
4. C -0.34
5. O -0.52
6. C 0.06